1.
Here is C36H62BrGeIN4OSSeSiW as an isolated structure from the OMol25 dataset. Energies are from ωB97M-V/def2-TZVPD.

Positions of all 110 atoms, in Å:
W -3.478 -5.524 0.797
C -7.752 -5.451 2.190
C -7.679 -4.868 3.445
C -6.428 -4.559 3.950
C -5.297 -4.826 3.196
N -5.365 -5.384 1.964
C -6.585 -5.691 1.492
C -3.937 -4.600 3.686
C -3.615 -4.059 4.919
C -2.284 -3.992 5.293
C -1.320 -4.529 4.455
C -1.705 -5.062 3.239
N -2.992 -5.042 2.842
C -0.806 -5.779 2.325
C 0.526 -6.025 2.598
C 1.250 -6.858 1.759
C 0.602 -7.456 0.691
C -0.725 -7.148 0.466
N -1.418 -6.295 1.235
H -8.700 -5.724 1.749
H -8.572 -4.664 4.020
H -6.334 -4.120 4.932
H -6.616 -6.144 0.517
H -4.385 -3.696 5.583
H -2.003 -3.556 6.242
H -0.283 -4.534 4.755
H 0.999 -5.587 3.464
H 2.296 -7.056 1.954
H 1.111 -8.145 0.032
H -1.258 -7.598 -0.357
N -5.612 -8.222 -1.911
C -4.678 -7.375 -1.535
O -4.802 -6.724 -0.463
C -3.479 -7.234 -2.435
I -2.451 -5.461 -1.906
H -6.402 -8.422 -1.314
H -5.542 -8.736 -2.778
H -3.765 -7.183 -3.484
H -2.816 -8.089 -2.293
C -5.851 -11.018 0.446
Ge -5.680 -10.583 2.342
C -7.349 -10.797 3.306
C -4.179 -11.507 3.162
C -5.347 -8.587 2.315
Se -3.576 -8.112 1.688
C -2.681 -8.262 3.401
H -5.947 -12.096 0.314
H -4.980 -10.692 -0.127
H -6.757 -10.567 0.033
H -7.647 -11.845 3.296
H -8.149 -10.216 2.847
H -7.241 -10.489 4.345
H -4.376 -12.580 3.129
H -4.060 -11.235 4.211
H -3.243 -11.333 2.629
H -5.510 -8.103 3.279
H -6.048 -8.166 1.595
H -2.912 -9.253 3.782
H -3.043 -7.500 4.086
H -1.609 -8.179 3.245
C 7.747 13.026 -6.074
C 7.568 14.388 -5.379
C 6.131 14.858 -5.630
C 8.541 15.427 -6.001
Si 8.138 14.327 -3.595
Br -1.954 -3.405 0.591
C 7.137 15.200 -2.272
C 7.622 15.048 -0.826
C 7.261 16.693 -2.679
C 5.659 14.769 -2.320
C 9.858 13.702 -3.194
C 10.590 12.932 -4.298
C 10.633 15.019 -2.916
C 9.855 12.823 -1.929
H 7.453 13.141 -7.120
H 7.102 12.260 -5.639
H 8.771 12.667 -6.062
H 5.996 14.950 -6.710
H 5.909 15.831 -5.196
H 5.396 14.136 -5.272
H 8.318 15.493 -7.069
H 9.591 15.145 -5.910
H 8.410 16.427 -5.581
H 8.658 15.348 -0.680
H 7.494 14.031 -0.457
H 7.008 15.700 -0.200
H 8.285 17.065 -2.597
H 6.649 17.278 -1.988
H 6.895 16.900 -3.685
H 5.534 13.713 -2.074
H 5.184 14.963 -3.277
H 5.118 15.343 -1.564
H 10.666 13.481 -5.235
H 10.130 11.963 -4.495
H 11.609 12.743 -3.952
H 10.720 15.648 -3.804
H 11.648 14.750 -2.611
H 10.203 15.613 -2.109
H 9.288 11.901 -2.075
H 9.472 13.333 -1.050
H 10.888 12.536 -1.717
C -5.405 -2.424 0.843
S -4.784 -3.581 -0.385
C -6.321 -4.005 -1.229
H -5.790 -1.554 0.313
H -4.559 -2.121 1.457
H -6.193 -2.869 1.447
H -7.119 -4.274 -0.544
H -6.124 -4.813 -1.931
H -6.615 -3.123 -1.796

## Properties
E_LUMO (alpha / beta) = -10.0 / -10.0 eV
Kohn-Sham gap (alpha / beta) = 5.740 / 5.737 eV
energy above the lowest of the compared OMol25 structures with the same formula, charge and spin = 0.0 kJ/mol
net charge = +4
HOMO energy (alpha / beta) = -15.77 / -15.77 eV
strongest force on any atom = 0.0027 Eh/bohr



2.
Here is a 7-piece molecular cluster, C36H62F3N3O13S overall from the OMol25 dataset. Energies are from ωB97M-V/def2-TZVPD.

Positions of all 118 atoms, in Å:
C -1.880 -6.649 -0.378
C -0.929 -6.174 0.693
O 0.249 -6.383 0.685
O -1.500 -5.488 1.731
C -2.028 -4.194 1.371
C -0.968 -3.296 0.729
C -1.177 -1.827 1.124
C -0.824 -0.697 0.137
C -1.821 0.453 0.454
C -0.946 -1.037 -1.363
C -2.297 -1.460 -1.939
C -2.259 -2.738 -2.778
S -1.143 -2.558 -4.210
C -0.053 -3.900 -4.026
N -0.204 -5.115 -4.433
N 0.997 -5.772 -4.190
C 1.766 -4.901 -3.646
O 1.189 -3.694 -3.500
C -0.345 0.210 -1.990
O -0.570 0.671 -3.082
N 0.535 0.776 -1.072
C 0.621 -0.042 0.162
C 1.787 -1.017 -0.061
O 1.698 -2.079 0.859
O 2.659 -3.060 0.482
C 0.796 0.915 1.375
C 2.184 1.197 1.957
O 2.062 2.424 2.660
C 2.740 0.120 2.919
F 3.404 0.665 3.941
F 1.798 -0.673 3.437
F 3.634 -0.679 2.282
H -2.291 -5.797 -0.928
H -1.346 -7.293 -1.076
H -2.717 -7.179 0.081
H -2.380 -3.771 2.314
H -2.896 -4.332 0.714
H 0.002 -3.654 1.067
H -0.994 -3.410 -0.358
H -2.249 -1.695 1.328
H -0.673 -1.643 2.079
H -1.962 0.540 1.535
H -1.489 1.427 0.099
H -2.803 0.217 0.034
H -0.209 -1.808 -1.637
H -2.679 -0.658 -2.579
H -3.033 -1.593 -1.136
H -3.251 -2.929 -3.197
H -1.968 -3.628 -2.217
H 2.788 -5.032 -3.324
H 1.401 1.081 -1.499
H 2.743 -0.491 0.075
H 1.778 -1.416 -1.081
H 3.385 -2.868 1.096
H 0.462 1.898 1.033
H 0.127 0.632 2.190
H 2.941 1.301 1.170
H 2.938 2.812 2.757
C -4.226 3.308 2.363
C -2.887 3.182 3.052
C -2.232 4.453 3.523
O -2.354 2.107 3.204
H -4.584 2.325 2.067
H -4.949 3.776 3.034
H -4.130 3.945 1.482
H -2.879 4.978 4.229
H -2.052 5.115 2.674
H -1.292 4.221 4.014
C 2.501 5.644 5.514
C 1.369 4.701 5.834
C 1.742 3.320 6.321
O 0.211 5.025 5.704
H 2.113 6.600 5.175
H 3.119 5.797 6.402
H 3.134 5.213 4.736
H 2.338 3.395 7.232
H 2.341 2.808 5.567
H 0.843 2.740 6.513
C 2.879 -7.564 -0.825
C 2.946 -8.573 -1.941
C 2.536 -9.986 -1.598
O 3.284 -8.267 -3.060
H 3.242 -6.603 -1.184
H 1.849 -7.441 -0.492
H 3.484 -7.888 0.023
H 1.510 -9.996 -1.227
H 3.178 -10.381 -0.808
H 2.612 -10.616 -2.481
C -2.057 -4.304 -8.094
C -2.909 -3.060 -8.151
C -2.727 -2.163 -9.354
O -3.698 -2.789 -7.278
H -2.274 -4.854 -7.182
H -2.254 -4.935 -8.963
H -0.999 -4.035 -8.106
H -2.953 -2.714 -10.269
H -1.691 -1.825 -9.415
H -3.387 -1.303 -9.274
C -1.898 4.547 -2.411
C -0.686 4.350 -1.535
C 0.555 5.122 -1.912
O -0.701 3.597 -0.591
H -2.718 3.934 -2.044
H -2.194 5.598 -2.412
H -1.665 4.261 -3.437
H 0.351 6.194 -1.894
H 0.863 4.858 -2.926
H 1.357 4.893 -1.214
C 1.004 10.104 3.711
C 2.353 9.874 4.348
C 3.131 11.103 4.750
O 2.785 8.760 4.530
H 0.542 9.149 3.472
H 0.359 10.661 4.393
H 1.117 10.697 2.802
H 2.555 11.691 5.466
H 3.315 11.731 3.877
H 4.078 10.810 5.196

## Properties
E_LUMO = 0.3 eV
Kohn-Sham gap = 9.439 eV
net charge = 0
HOMO energy = -9.16 eV
strongest force on any atom = 0.0175 Eh/bohr



3.
Here is a 5-piece molecular cluster, C36H62F4N2O16P overall from the OMol25 dataset. Energies are from ωB97M-V/def2-TZVPD.

Positions of all 121 atoms, in Å:
C 2.303 1.061 4.599
C 3.449 1.117 3.980
C 3.510 1.805 2.632
C 4.160 0.933 1.509
C 5.679 0.962 1.740
O 6.108 0.187 2.844
O 6.749 1.034 3.749
C 3.857 1.647 0.149
C 3.006 0.845 -0.867
C 3.304 1.561 -2.236
C 3.431 3.076 -2.175
O 2.321 3.684 -1.546
C 1.526 0.963 -0.488
C 0.495 0.629 -1.570
C -0.905 1.015 -1.016
C -1.429 0.031 0.046
C -1.953 0.768 1.293
C -3.372 1.317 1.136
C -4.410 0.299 0.595
C -5.869 0.551 1.035
C -6.398 1.920 0.642
O -6.268 2.068 -0.781
C -5.832 3.370 -1.116
N 3.507 -0.595 -0.951
P 2.944 -1.506 -2.406
N 4.203 -2.241 -2.983
C 3.523 -1.344 0.365
C 4.889 -2.087 0.419
C 2.439 -2.446 0.572
F 1.230 -2.060 0.177
F 2.324 -2.635 1.896
C 2.755 -3.899 0.047
F 1.528 -4.420 -0.221
F 3.280 -4.645 0.984
C 3.502 -0.457 1.631
H 1.537 1.788 4.357
H 2.045 0.293 5.315
H 4.296 0.646 4.463
H 2.509 2.109 2.330
H 4.112 2.717 2.748
H 6.242 0.613 0.864
H 5.976 2.003 1.866
H 6.087 1.661 4.087
H 3.355 2.571 0.393
H 4.830 1.836 -0.314
H 2.553 1.347 -2.989
H 4.269 1.158 -2.571
H 4.374 3.431 -1.756
H 3.452 3.420 -3.217
H 2.493 4.617 -1.368
H 1.280 0.354 0.383
H 1.328 1.980 -0.167
H 0.431 -0.432 -1.844
H 0.604 1.227 -2.474
H -0.772 2.011 -0.585
H -1.610 1.158 -1.832
H -0.672 -0.666 0.413
H -2.216 -0.560 -0.420
H -1.298 1.621 1.508
H -1.878 0.114 2.164
H -3.319 2.225 0.529
H -3.678 1.652 2.130
H -4.402 0.390 -0.491
H -4.119 -0.699 0.924
H -6.480 -0.186 0.501
H -6.059 0.367 2.091
H -7.464 2.002 0.863
H -5.820 2.695 1.150
H -6.276 4.131 -0.469
H -4.739 3.449 -1.097
H -6.144 3.622 -2.133
H 4.505 -0.445 -1.161
H 1.951 -2.462 -2.131
H 2.445 -0.664 -3.403
H 4.051 -3.245 -3.001
H 4.923 -2.724 1.296
H 5.700 -1.373 0.557
H 5.113 -2.628 -0.500
H 3.306 -3.924 -0.891
H 4.055 -1.011 2.381
H 2.503 -0.276 2.012
C -1.117 -6.600 0.389
C -1.336 -6.632 1.883
O -2.725 -6.320 1.998
C -3.327 -6.657 0.821
O -4.499 -6.675 0.649
O -2.398 -6.962 -0.125
H -0.356 -7.303 0.059
H -0.861 -5.602 0.026
H -1.157 -7.620 2.312
H -0.730 -5.901 2.414
C 6.280 -2.236 -7.230
C 5.728 -1.480 -6.045
O 5.730 -0.129 -6.508
C 5.690 -0.155 -7.871
O 5.513 0.796 -8.554
O 5.878 -1.420 -8.332
H 5.870 -3.239 -7.322
H 7.370 -2.299 -7.216
H 4.703 -1.767 -5.803
H 6.342 -1.584 -5.153
C -4.881 -3.776 3.570
C -3.374 -3.714 3.482
O -3.141 -2.342 3.143
C -4.218 -1.622 3.562
O -4.269 -0.435 3.579
O -5.223 -2.441 3.953
H -5.232 -4.493 4.308
H -5.348 -3.999 2.609
H -2.890 -3.929 4.436
H -2.968 -4.377 2.720
C -9.072 6.728 0.336
C -8.494 7.829 -0.521
O -7.099 7.764 -0.209
C -6.832 6.511 0.237
O -5.739 6.079 0.422
O -7.977 5.814 0.444
H -9.935 6.246 -0.118
H -9.343 7.073 1.336
H -8.625 7.642 -1.589
H -8.898 8.809 -0.281

## Properties
E_LUMO = -3.1 eV
Kohn-Sham gap = 7.346 eV
net charge = +1
HOMO energy = -10.47 eV
strongest force on any atom = 0.0686 Eh/bohr



- Number 3 is which compound?
  C36H62F4N2O16P